1.
Here is a gas-phase ion, C2HCl2O3 (charge -1) at a distorted geometry from the OMol25 dataset. Energies are from the ωB97M-V functional and the def2-TZVPD basis.

Structure (ORCA input):
```
! wB97M-V def2-TZVPD RIJCOSX def2/J DEFGRID3
* xyz -1 1
H 0.5326 0.6191 1.0344
O -0.3657 -0.9920 -0.3522
Cl -2.5999 -0.3528 -1.5566
O 0.1834 1.4215 0.7343
C -0.9225 1.3214 0.0124
Cl -2.2210 -0.2340 1.6490
O -1.4496 2.2702 -0.4073
C -1.2823 -0.1505 -0.3573
*
```

Values from the calculation:
- frontier orbital gap (eV) = 8.8
- total energy (eV) = -33280.01861
- HOMO (eV) = -5.11
- energy relative to the best compared isomer or geometry (same formula, charge and spin) (kcal per mole) = 7.1
- structure (SMILES) = O=C(O)C([O-])(Cl)Cl
- E_LUMO (eV) = 3.7

***

2.
Here is 2 unconnected molecules or ions with the total composition C2HCl4NO2 at a distorted geometry from the OMol25 dataset. Energies are from the ωB97M-V functional and the def2-TZVPD basis.

Structure (ORCA input):
```
! wB97M-V def2-TZVPD RIJCOSX def2/J DEFGRID3
* xyz 0 1
N -0.6577 1.2889 0.1979
Cl -0.3794 0.0214 -2.1139
Cl 0.9065 -0.4722 1.9488
Cl 0.7147 -2.5003 -0.1165
H -1.8443 -0.9280 0.0471
Cl 2.3239 -0.1352 -0.5632
C 0.8279 -0.7609 0.1928
O -1.7391 1.4585 0.6868
O 0.2269 2.0915 0.0954
C -0.3794 -0.0636 -0.3750
*
```

Values from the calculation:
- frontier orbital gap (eV) = 10.1
- total energy (eV) = -57759.06532
- HOMO (eV) = -11.04
- energy relative to the best compared isomer or geometry (same formula, charge and spin) (kcal per mole) = 52.4
- E_LUMO (eV) = -0.9

***

3.
Here is 2 unconnected molecules or ions with the total composition C2HCl5NO3S at a distorted geometry from the OMol25 dataset. Energies are from the ωB97M-V functional and the def2-TZVPD basis.

Structure (ORCA input):
```
! wB97M-V def2-TZVPD RIJCOSX def2/J DEFGRID3
* xyz -1 1
Cl 3.8005 1.5693 -1.1455
O -2.6856 0.4507 -0.4720
O -1.4232 2.2602 -1.3538
C 3.0514 0.2303 -0.3497
C 0.9518 1.0453 0.4559
N 0.0436 0.3767 -0.2118
O -1.4068 1.8040 1.1110
S -1.6255 1.3583 -0.2408
Cl 4.0770 -0.3533 0.8823
Cl 1.0911 2.6823 0.1968
Cl 2.6239 -1.0961 -1.4148
H -0.0546 -0.6440 0.1081
Cl 1.2471 0.4282 2.1091
*
```

Values from the calculation:
- frontier orbital gap (alpha / beta) (eV) = 7.6 / 7.6
- total energy (eV) = -83169.86019
- HOMO (alpha / beta) (eV) = -4.71 / -4.72
- energy relative to the best compared isomer or geometry (same formula, charge and spin) (kcal per mole) = 20.1
- E_LUMO (alpha / beta) (eV) = 2.9 / 2.9

***

4.
Here is 2 unconnected molecules or ions with the total composition C2HClF2OS at a distorted geometry from the OMol25 dataset. Energies are from the ωB97M-V functional and the def2-TZVPD basis.

Structure (ORCA input):
```
! wB97M-V def2-TZVPD RIJCOSX def2/J DEFGRID3
* xyz 0 1
F 1.9392 1.4535 0.3618
F -0.9260 -2.2076 0.9337
Cl 5.2444 -0.8293 0.3085
H -0.3591 0.2519 1.2255
C 0.0714 -1.7006 0.2164
O 0.7108 -2.4385 -0.4449
C 0.2387 -0.3218 0.3988
S 1.5667 0.1479 -0.5480
*
```

Values from the calculation:
- frontier orbital gap (alpha / beta) (eV) = 9.1 / 5.0
- total energy (eV) = -32926.58328
- HOMO (alpha / beta) (eV) = -11.13 / -9.15
- energy relative to the best compared isomer or geometry (same formula, charge and spin) (kcal per mole) = 77.2
- E_LUMO (alpha / beta) (eV) = -2.0 / -4.1

***

- What is the energy relative to the best compared isomer or geometry (same formula, charge and spin) in the fourth record?
  77.2 kcal per mole